Here is a gas-phase ion, C8H6F3N2 (charge +1) in a non-equilibrium geometry from the OMol25 dataset. Energies are from wB97M-V/def2-TZVPD.

The spin multiplicity is 1. As for the total energy: -717.1612 hartree. For the lowest unoccupied orbital energy (alpha / beta), the calculation gives -5.85 / -5.85 eV. Its SMILES is FC(F)(F)C#[N+]Nc1ccccc1. As for the gap between HOMO and LUMO (alpha / beta): 0.271 / 0.272 hartree. The calculation puts the energy above the lowest of the compared OMol25 structures with the same formula, charge and spin at 0.000 eV. Its charge is +1. For the largest force on an atom, the calculation gives 0.0915 hartree/bohr. As for the HOMO energy (alpha / beta): -13.24 / -13.24 eV.

CARTESIAN COORDINATES (ANGSTROEM)
F (-2.7147, 0.4656, -4.5629)
C (-2.3043, 1.7323, -4.6800)
F (-3.4231, 2.3879, -4.8065)
F (-1.5141, 1.9308, -5.7126)
C (-1.4441, 2.1312, -3.3883)
N (-0.5293, 1.5188, -2.9290)
N (0.2848, 0.9237, -2.1655)
C (-0.0183, 0.4113, -0.9415)
C (1.1890, 0.0704, -0.2949)
C (1.1875, -0.5099, 0.9876)
C (-0.0957, -0.8300, 1.4810)
C (-1.2426, -0.4530, 0.8990)
C (-1.2608, 0.2027, -0.3524)
H (1.3063, 0.7942, -2.5738)
H (2.1114, 0.4617, -0.7568)
H (1.9451, -0.8121, 1.7114)
H (-0.2398, -1.3357, 2.4494)
H (-2.1273, -0.7027, 1.4032)
H (-2.2055, 0.5383, -0.7244)



Here is a molecular structure, C8H6INO in a non-equilibrium geometry from the OMol25 dataset. Energies are from wB97M-V/def2-TZVPD.

The spin multiplicity is 1. As for the total energy: -735.9421 hartree. For the lowest unoccupied orbital energy (alpha / beta), the calculation gives -1.14 / -1.14 eV. As for the gap between HOMO and LUMO (alpha / beta): 0.235 / 0.235 hartree. The calculation puts the energy above the lowest of the compared OMol25 structures with the same formula, charge and spin at 3.894 eV. For the largest force on an atom, the calculation gives 0.0668 hartree/bohr. As for the HOMO energy (alpha / beta): -7.55 / -7.54 eV.

CARTESIAN COORDINATES (ANGSTROEM)
C (-1.7419, 2.1110, 0.3253)
C (-2.4496, 0.9881, 0.1124)
C (-0.3337, 1.9267, 0.1199)
C (-1.8523, -0.2673, -0.2003)
C (0.3018, 0.7039, -0.0911)
C (-0.4857, -0.4706, -0.2578)
C (1.2645, -1.9785, -0.2211)
C (2.2882, -1.4005, 0.5872)
N (-0.0125, -1.7163, -0.4243)
O (3.4880, -1.7337, 0.2997)
I (2.4258, 1.1349, 0.4394)
H (-2.1866, 3.1747, 0.4634)
H (-3.5707, 1.0418, 0.2318)
H (0.2714, 2.7686, 0.3197)
H (-2.4848, -1.1944, -0.2884)
H (1.5534, -2.9571, -0.8114)
H (3.5247, -2.1312, -0.6045)



Here is C8H6N2 in the gas phase in a non-equilibrium geometry from the OMol25 dataset. Energies are from wB97M-V/def2-TZVPD.

The spin multiplicity is 1. As for the total energy: -417.7572 hartree. For the lowest unoccupied orbital energy (alpha / beta), the calculation gives -0.90 / -0.58 eV. As for the gap between HOMO and LUMO (alpha / beta): 0.274 / 0.287 hartree. The calculation puts the energy above the lowest of the compared OMol25 structures with the same formula, charge and spin at 5.050 eV. For the largest force on an atom, the calculation gives 0.0895 hartree/bohr. As for the HOMO energy (alpha / beta): -8.36 / -8.39 eV.

CARTESIAN COORDINATES (ANGSTROEM)
C (-1.5055, -0.9015, 1.8008)
C (0.7759, 0.2167, 1.9779)
C (1.5737, 0.5907, 0.8318)
C (-0.4473, -0.1012, 1.4969)
C (-1.3829, -0.5114, -0.8483)
C (0.8944, 0.4471, -0.3734)
C (-2.3858, -1.2673, -0.4749)
C (1.1347, 0.8094, -1.7911)
N (-0.3879, -0.0225, -0.1242)
N (-2.2439, -1.4592, 0.9577)
H (0.8412, 0.2324, 3.0157)
H (2.6587, 0.7190, 0.8988)
H (-3.3315, -1.5505, -0.9489)
H (1.0563, 1.8777, -2.0170)
H (2.2363, 0.6579, -1.9594)
H (0.5137, 0.2626, -2.4422)



Here is C8H6N2O in the gas phase in a non-equilibrium geometry from the OMol25 dataset. Energies are from wB97M-V/def2-TZVPD.

The spin multiplicity is 1. As for the total energy: -493.0864 hartree. For the lowest unoccupied orbital energy, the calculation gives 0.75 eV. Its SMILES is c1ccc(-c2ncco2)nc1. As for the gap between HOMO and LUMO: 0.389 hartree. The calculation puts the energy above the lowest of the compared OMol25 structures with the same formula, charge and spin at 3.743 eV. For the largest force on an atom, the calculation gives 0.1705 hartree/bohr. As for the HOMO energy: -9.83 eV.

CARTESIAN COORDINATES (ANGSTROEM)
C (-3.0144, -0.1383, 0.0399)
C (-2.3485, 1.0865, 0.0236)
C (-1.0257, 1.0685, -0.0588)
C (-0.3204, -0.0394, -0.1445)
C (1.2466, -0.1316, -0.2008)
N (2.0070, -0.0088, -1.2444)
C (3.3244, -0.0070, -0.6069)
C (3.2151, -0.2132, 0.6369)
O (1.8737, -0.2570, 1.0192)
N (-0.8586, -1.3042, -0.1524)
C (-2.1819, -1.3702, -0.1665)
H (-4.1451, -0.3321, 0.0371)
H (-3.0149, 2.1478, 0.2500)
H (-0.3155, 1.9073, 0.2429)
H (4.2938, 0.2242, -1.2854)
H (3.9503, -0.1791, 1.6548)
H (-2.6858, -2.4534, -0.0447)



Here is 2 unconnected molecules or ions with the total composition C8H6NO3P in a non-equilibrium geometry from the OMol25 dataset. Energies are from wB97M-V/def2-TZVPD.

The spin multiplicity is 1. As for the total energy: -930.2451 hartree. For the lowest unoccupied orbital energy, the calculation gives 5.78 eV. As for the gap between HOMO and LUMO: 0.217 hartree. The calculation puts the energy above the lowest of the compared OMol25 structures with the same formula, charge and spin at 2.135 eV. Its charge is -2. For the largest force on an atom, the calculation gives 0.0840 hartree/bohr. As for the HOMO energy: -0.12 eV.

CARTESIAN COORDINATES (ANGSTROEM)
C (-2.2342, 1.8941, -1.7592)
C (1.1045, -1.2884, 0.1482)
C (0.2112, -0.8583, 1.0574)
C (1.1573, -0.7186, -1.1103)
C (-0.6355, 0.2262, 0.7959)
C (0.3272, 0.3364, -1.4046)
C (-0.5591, 0.7615, -0.4337)
C (-1.3892, 1.9333, -0.6905)
N (-3.1299, 1.8431, -2.4815)
O (0.7569, 3.4251, 0.3085)
O (0.4891, 2.9333, -2.2400)
O (-1.0004, 4.6585, -1.1254)
P (-0.0724, 3.4410, -0.9287)
H (1.7068, -2.1335, 0.4054)
H (0.2996, -1.3664, 2.0476)
H (2.0114, -1.0140, -1.6866)
H (-1.4003, 0.7181, 1.4926)
H (0.1529, 0.8721, -2.3493)
H (-2.2763, 2.0705, 0.8652)



Here is a molecular structure, C8H6NO5Ru in a non-equilibrium geometry from the OMol25 dataset. Energies are from wB97M-V/def2-TZVPD.

The spin multiplicity is 6. As for the total energy: -833.2926 hartree. For the lowest unoccupied orbital energy (alpha / beta), the calculation gives -8.81 / -12.57 eV. As for the gap between HOMO and LUMO (alpha / beta): 0.190 / 0.250 hartree. The calculation puts the energy above the lowest of the compared OMol25 structures with the same formula, charge and spin at 1.595 eV. Its charge is +2. For the largest force on an atom, the calculation gives 0.2500 hartree/bohr. The expectation value of S² is 8.77. As for the HOMO energy (alpha / beta): -13.99 / -19.37 eV.

CARTESIAN COORDINATES (ANGSTROEM)
O (-0.2140, 4.8751, 0.2585)
C (-0.1378, 3.8188, -0.1882)
Ru (-0.0967, -0.7415, -2.2920)
C (-0.2459, -1.9502, -0.8146)
O (-0.3215, -2.7237, 0.1189)
C (-0.1618, -2.5380, -3.4756)
O (-0.1914, -3.6126, -4.1322)
C (1.7635, -0.2783, -2.3394)
O (2.9056, -0.0221, -2.4480)
C (-1.7681, 0.2287, -2.5368)
O (-2.7556, 0.7930, -2.7555)
H (-0.0956, 1.7280, -0.8672)
C (0.6281, 0.2438, 3.3344)
C (-0.2238, -0.3337, 2.1545)
C (-0.2180, 0.3042, 0.8116)
N (-0.2247, 0.8091, -0.2675)
H (1.6901, 0.1732, 3.0891)
H (0.4048, -0.3311, 4.2890)
H (0.4355, 1.3204, 3.4975)
H (0.0786, -1.3708, 2.0261)
H (-1.2513, -0.3923, 2.5373)